(1)
C5H9N3 | ωB97M-V/def2-TZVPD

The value obtained for the energy relative to the best compared isomer or geometry (same formula, charge and spin) is 289.6 kcal/mol. As for the LUMO energy: -0.46 eV. The value obtained for the highest occupied orbital energy is -8.5 eV. The calculation puts the electronic energy at -359.735829 Ha. As for the orbital gap: 7.9986 eV.

Geometry as XYZ:
```
17
Properties=species:S:1:pos:R:3:forces:R:3
C 1.929016 1.851519 0.142928 -0.06 -1.94 -0.07
C 1.512846 0.397336 -0.324363 -2.52 0.03 -2.80
C 1.842256 -1.024066 -0.033634 6.91 -5.00 2.34
C -0.431771 -1.411039 0.081664 2.12 0.62 0.25
C -2.665480 1.029939 0.224495 -1.00 2.31 0.67
H 1.429459 2.002728 1.503517 2.07 -0.06 -4.51
H 1.312603 2.796072 -1.020237 2.08 -2.55 3.82
H 3.579569 1.321988 -0.163682 -3.62 2.21 1.04
H 1.150322 0.476146 -1.374721 0.25 -0.02 0.78
H 2.790774 -1.378820 0.725967 -2.20 1.87 -1.18
H 1.749893 -2.102839 -0.444777 0.43 2.20 -1.58
H -0.391469 -2.501147 -0.028514 0.86 0.33 0.46
H -3.132804 2.102113 -0.173846 1.91 -2.90 0.58
H -3.044797 0.819683 1.248968 0.03 -0.46 -0.71
N 0.677010 -0.621255 0.442814 -2.67 1.47 2.37
N -1.528778 -0.941361 -0.175517 -3.81 0.26 -0.27
N -1.800339 0.334322 -0.384328 -0.79 1.66 -1.17
```
Positions in Å, forces in eV/Å.

Here are the Mulliken charges for atoms 1 to 5, given in e: number 1, C, carries -0.685; number 2, C, carries 0.033; number 3, C, carries -0.530; number 4, C, carries -0.011; number 5, C, carries -0.254

---

(2)
C14H36BrN3O3 | ωB97M-V/def2-TZVPD

Its total charge is +2. As for the LUMO energy: -4.67 eV. The value obtained for the highest occupied orbital energy is -14.9 eV. The calculation puts the electronic energy at -3518.442306 Ha. As for the orbital gap: 10.2445 eV.

Geometry as XYZ:
```
57
Properties=species:S:1:pos:R:3:forces:R:3
C 1.097526 1.521976 1.091985 0.04 -0.91 1.64
C 0.658670 1.259210 2.569191 -0.65 1.66 -0.29
N -0.668279 0.460980 2.773120 0.91 0.32 1.33
C -0.909795 0.645741 4.259524 0.94 0.05 0.33
C -1.732911 1.098353 1.946745 -0.27 1.05 0.00
C -3.164997 0.887750 2.325453 -0.57 -3.55 -0.10
C -0.493079 -1.011660 2.421073 -0.36 2.00 -1.38
C 0.547600 -1.783577 3.176593 -0.05 0.24 0.57
O 1.898809 -1.409755 2.913682 -1.62 1.00 -0.20
C 2.825243 -2.403144 3.243001 0.83 -0.02 0.57
H 1.014992 0.538920 0.618490 -0.08 0.49 -0.63
H 2.149994 1.823064 1.044817 -0.09 -0.25 0.46
H 0.575654 2.332831 0.635104 -0.78 0.12 -0.56
H 0.434478 2.177709 3.189285 0.59 -0.70 -1.14
H 1.443924 0.726373 3.054120 0.27 -0.59 0.44
H 0.044614 0.329505 4.772943 -1.31 0.11 -0.39
H -1.809411 0.146940 4.643041 0.49 -0.16 -0.34
H -0.996707 1.721121 4.440343 -0.22 -0.21 -0.03
H -1.576602 0.787115 0.945386 0.40 -0.19 -1.06
H -1.593036 2.191613 2.014820 0.40 -0.43 -0.07
H -3.602959 -0.187138 2.170881 1.24 1.58 0.40
H -3.813018 1.428775 1.676379 -0.29 1.00 -0.18
H -3.250353 1.117815 3.357080 -0.84 0.54 0.81
H -0.247193 -0.902114 1.348226 0.00 -0.73 0.37
H -1.506591 -1.444581 2.485889 0.61 -0.09 0.21
H 0.359650 -2.729857 2.716922 0.13 -1.34 0.27
H 0.268340 -1.797147 4.264277 0.60 -0.27 -0.77
H 3.802946 -2.077775 2.900986 -0.02 0.04 -0.35
H 2.559802 -3.342063 2.787984 -0.03 -0.53 -0.14
H 2.945563 -2.504273 4.319174 -0.31 -0.24 0.25
C 2.869990 1.123737 -5.093238 -0.07 0.32 -2.46
C 3.601569 0.177836 -4.212467 -0.71 0.92 -0.34
O 4.304116 -0.683085 -4.582470 0.39 -0.56 0.99
N 3.196926 0.370727 -2.718431 -0.19 -1.19 -2.12
H 3.503298 1.287353 -2.503680 0.85 1.12 0.88
H 2.142264 0.461589 -2.727668 0.24 -0.32 -0.13
C 3.506815 -0.734285 -1.787915 -1.22 0.91 1.98
H 1.790041 0.933997 -5.029842 0.16 0.18 0.30
H 3.157320 0.812266 -6.140432 -0.28 0.28 1.09
H 3.064101 2.222138 -5.097565 0.03 -0.85 0.78
H 2.706627 -0.448162 -1.009779 1.47 -1.49 -0.54
H 4.514906 -0.787032 -1.351643 -0.34 0.64 -0.43
H 3.323435 -1.675918 -2.284808 -0.39 -0.07 -0.07
C -3.105272 -2.164754 -2.383821 1.97 0.99 -1.21
C -3.171279 -0.722892 -1.927573 0.83 -1.32 -1.06
O -3.260757 -0.371801 -0.818567 -0.36 1.05 1.58
N -2.924632 0.300910 -3.020521 0.46 -0.15 -0.22
H -1.898117 0.043638 -3.299517 -0.81 0.55 0.30
H -3.534879 0.076702 -3.786970 -0.35 -0.12 -0.67
C -3.002644 1.775240 -2.677742 0.42 -1.59 1.48
H -2.060323 -2.452318 -2.734911 -1.12 0.86 0.17
H -3.778935 -2.345189 -3.191670 -0.56 -0.29 -0.55
H -3.256015 -2.809581 -1.574494 -0.74 -0.73 1.28
H -2.291491 1.861894 -1.851220 0.01 0.36 -0.28
H -3.985913 2.003324 -2.268210 -0.02 0.09 -0.50
H -2.676718 2.324861 -3.537634 -0.13 0.36 -0.32
Br 0.002692 -0.183903 -2.493725 0.52 0.07 0.07
```
Positions in Å, forces in eV/Å.

Here are the Mulliken charges for atoms 1 to 5, given in e: number 1, C, carries -0.876; number 2, C, carries -0.499; number 3, N, carries 0.224; number 4, C, carries -1.177; number 5, C, carries -0.609

---

(3)
C11H12N | ωB97M-V/def2-TZVPD

The value obtained for the energy relative to the best compared isomer or geometry (same formula, charge and spin) is 7.4 kcal/mol. Its total charge is +1. As for the LUMO energy (spin up / spin down): -5.40 / -5.40 eV. The value obtained for the highest occupied orbital energy (spin up / spin down) is -13.2 / -13.2 eV. The calculation puts the electronic energy at -480.835889 Ha. As for the orbital gap (spin up / spin down): 7.7811 / 7.7816 eV. The SMILES is C=CC1=[N+](C)Cc2ccccc21.

Geometry as XYZ:
```
24
Properties=species:S:1:pos:R:3:forces:R:3
C -2.192730 1.170808 -1.824396 -0.12 -0.11 0.07
C -1.210771 2.042040 -2.299800 0.11 -0.16 0.14
C -1.906571 0.221185 -0.868532 0.12 -0.05 0.11
C 0.097728 1.944575 -1.856852 -0.05 0.02 -0.05
C -0.593311 0.127314 -0.384262 0.10 0.54 -0.58
C 0.402801 0.990644 -0.910135 -0.22 -0.40 0.34
C -0.034173 -0.692336 0.624372 6.28 1.71 -0.08
C -1.670129 -2.281640 1.561242 0.24 0.19 -0.08
C -0.502320 -1.627671 1.583338 -0.31 -0.52 0.53
C 1.717535 0.721094 -0.269647 0.19 0.48 -0.32
C 2.425093 -0.805311 1.603599 0.41 -0.22 0.66
N 1.473183 -0.331010 0.657024 -6.49 -1.58 -0.34
H -3.196006 1.245423 -2.211026 -0.13 0.04 -0.01
H -1.480187 2.803147 -3.014453 -0.01 0.04 -0.13
H -2.679041 -0.431273 -0.497077 -0.13 -0.01 0.01
H 0.860099 2.604884 -2.237013 0.09 0.11 -0.05
H -1.917257 -2.960049 2.362177 0.00 -0.08 0.09
H -2.396078 -2.196786 0.771692 -0.06 0.09 -0.19
H 0.166692 -1.812211 2.415020 0.01 -0.01 -0.04
H 2.475592 0.436942 -1.012933 -0.07 -0.02 0.10
H 2.095364 1.611756 0.251407 -0.02 -0.05 -0.04
H 3.428552 -0.630442 1.215222 -0.06 -0.05 -0.01
H 2.306584 -1.873952 1.782424 0.05 0.05 -0.08
H 2.329352 -0.277131 2.558612 0.07 -0.03 -0.04
```
Positions in Å, forces in eV/Å.

Here are the Mulliken charges for atoms 1 to 5, given in e: number 1, C, carries -0.756; number 2, C, carries -0.426; number 3, C, carries -0.572; number 4, C, carries -0.779; number 5, C, carries 1.193

---

(4)
C3H3NO3 | ωB97M-V/def2-TZVPD

The value obtained for the energy relative to the best compared isomer or geometry (same formula, charge and spin) is 34.8 kcal/mol. As for the LUMO energy: -0.62 eV. The value obtained for the highest occupied orbital energy is -10.3 eV. The calculation puts the electronic energy at -396.568928 Ha. As for the orbital gap: 9.7000 eV. The SMILES is O=CNC(=O)C=O.

Geometry as XYZ:
```
10
Properties=species:S:1:pos:R:3:forces:R:3
N -0.111648 -0.066765 0.666035 0.07 0.00 -0.02
C 0.247320 0.200870 -0.643308 -0.03 0.55 -0.20
O 0.170800 1.285830 -1.159435 0.11 -0.50 0.22
C -0.697508 0.939321 1.480870 0.10 0.49 0.22
O -0.161094 1.970743 1.756949 -0.21 -0.46 -0.30
C 0.718368 -1.038504 -1.423564 0.18 -0.02 -0.60
O 0.943853 -0.974433 -2.599547 -0.12 -0.11 0.68
H -0.231920 -1.025382 0.965029 -0.11 0.07 -0.19
H -1.717814 0.692402 1.808798 0.04 -0.12 0.22
H 0.839643 -1.984081 -0.851827 -0.03 0.10 -0.03
```
Positions in Å, forces in eV/Å.

Here are the Mulliken charges for atoms 1 to 5, given in e: number 1, N, carries -0.205; number 2, C, carries 0.742; number 3, O, carries -0.502; number 4, C, carries 0.001; number 5, O, carries -0.396

---

> Among the records above, which one has the lowest electronic energy?

C14H36BrN3O3